Record 1
This record from OMol25 describes a molecular structure, C11H7NSe. The level of theory is wB97M-V/def2-TZVPD.

Properties
**2S+1**: 1
**LUMO energy**: -0.0093 Eh

Element x y z (Å)
Se: 2.31120 -1.63492 -2.06642
N: -0.94471 -1.57927 -3.20823
C: -2.67172 -0.50658 -1.93341
C: 0.65018 -0.25493 -0.12620
C: -0.13191 -1.29307 -2.27153
C: -2.24727 -1.28219 -3.02207
C: -1.71282 -0.12043 -1.03729
C: 1.97490 -0.71280 -0.41089
C: 0.50851 0.58018 0.99376
C: -0.34656 -0.53237 -1.12855
C: 2.76222 0.21608 1.71695
C: 2.99616 -0.36344 0.42560
C: 1.53311 0.87222 1.90638
H: -2.13398 0.49264 -0.20623
H: 1.36118 1.50383 2.66907
H: 3.94960 -0.72471 0.02108
H: -0.45287 0.97554 0.99404
H: -2.85058 -1.59882 -3.93619
H: -3.64366 -0.23121 -1.80781
H: 3.46537 0.45060 2.41635

Cartesian forces, eV/Å:
Se -3.2387 0.5354 0.1253
N -0.2132 -0.5961 0.2278
C 2.7373 -1.6466 -1.6458
C 2.4328 0.1122 0.2549
C 3.1641 0.5636 0.9620
C -0.1689 0.0141 -1.9473
C 0.3621 0.4206 1.4364
C -1.4636 0.4258 -0.7950
C 0.7922 -0.9040 -1.0468
C -2.5155 0.2402 0.1811
C -2.2377 0.8834 -3.4854
C 0.9653 -0.9119 1.5590
C 0.0923 -3.5209 -3.4404
H 0.9639 -0.4624 -0.4609
H -0.4973 1.9164 2.6887
H 0.1458 0.3991 1.0579
H -1.4625 1.1662 0.9198
H 0.3180 0.5561 1.7476
H -2.5399 0.6730 0.2029
H 2.3634 0.1360 1.4582

Results of the natural (NBO) charge analysis, in e, for atoms 1 through 2: 0.172 -0.456


Record 2
This record from OMol25 describes a molecular structure, C6H7MgO3Tl. The level of theory is wB97M-V/def2-TZVPD.

Properties
**Energy relative to the best compared isomer or geometry (same formula, charge and spin)**: 0.905 eV
**2S+1**: 1
**LUMO energy (spin up / spin down)**: -0.3070 / -0.3072 Eh
**Net charge**: +2

Element x y z (Å)
Tl: -1.28684 5.70247 4.13929
Mg: -2.22596 2.06014 1.82602
O: -3.01313 0.43962 1.29391
O: -4.59145 -0.28813 -0.78276
O: -1.96570 4.05906 1.96683
C: -3.01720 1.81541 -1.97460
C: -2.24393 4.55596 0.80186
C: -3.25997 -0.40356 0.36357
C: -2.76222 2.85996 -1.11360
C: -2.84028 -0.14858 -1.06667
C: -2.47738 3.73210 -0.26413
H: -3.21583 -1.47142 0.65383
H: -1.91119 -0.75747 -1.04198
H: -2.22646 1.64455 -2.71318
H: -4.00807 1.88081 -2.44058
H: -2.34430 5.64434 0.70828
H: -4.80543 -1.22436 -0.83139
H: -2.70996 -0.28316 -2.14684

Cartesian forces, eV/Å:
Tl 0.0653 0.2637 0.1656
Mg -0.7222 -0.1956 -1.2218
O -0.2561 1.0876 0.9667
O -1.9115 -1.4372 2.2943
O 0.5736 -0.1039 0.3919
C 0.6944 0.7892 0.7697
C -0.6440 -0.2846 -0.2781
C -0.7320 1.9197 -2.6299
C 0.3963 -0.1540 -0.2194
C 4.5958 -0.6232 -1.3633
C -0.0996 -0.4720 0.3437
H -0.2382 0.4612 -0.3629
H 1.7141 -0.7117 0.6550
H 0.0156 -0.0728 0.4221
H 0.1929 -0.3352 0.2088
H -0.0512 -0.1906 0.1849
H -0.9172 -0.3477 -0.1947
H -2.6761 0.4070 -0.1324

Results of the natural (NBO) charge analysis, in e, for atoms 1 through 2: 0.986 1.853


Record 3
This record from OMol25 describes C4H8O2 in the gas phase. The level of theory is wB97M-V/def2-TZVPD.

Properties
**Energy relative to the best compared isomer or geometry (same formula, charge and spin)**: 1.832 eV
**2S+1**: 1
**LUMO energy**: 0.0376 Eh
**SMILES**: C1COCCO1

Element x y z (Å)
O: -0.64207 1.22134 0.41596
O: 0.53824 -1.26344 0.47017
C: -0.83920 -1.19034 0.11596
C: 1.27601 -0.17032 -0.06777
C: -1.22673 0.20690 -0.37750
C: 0.77199 1.13947 0.47789
H: -1.42595 -1.46087 1.00245
H: 2.33440 -0.29110 0.18220
H: -0.94915 0.33143 -1.43496
H: 1.07105 1.31466 1.51901
H: 1.28398 1.89185 -0.15495
H: -1.07143 -1.92847 -0.66955
H: 1.18883 -0.14657 -1.16427
H: -2.30997 0.34547 -0.31465

Cartesian forces, eV/Å:
O -0.0795 0.0619 0.0663
O 0.2616 0.2065 -0.0947
C -0.2648 0.0427 -0.0533
C -0.1162 -0.4499 0.0543
C -0.0890 -0.0508 -0.1768
C 0.5555 0.2902 -0.2105
H 0.1934 0.1055 -0.0764
H -0.2132 -0.1668 0.0255
H -0.0287 0.0127 0.1291
H -0.0931 -0.1686 -0.1822
H -0.4952 0.2241 0.2724
H 0.0878 0.1288 0.0912
H 0.1228 -0.1744 0.1219
H 0.1586 -0.0618 0.0331

Results of the natural (NBO) charge analysis, in e, for atoms 1 through 2: -0.523 -0.526


Record 4
This record from OMol25 describes a gas-phase ion, C23H42FIN5O7P2S (charge +1). The level of theory is wB97M-V/def2-TZVPD.

Properties
**Energy relative to the best compared isomer or geometry (same formula, charge and spin)**: 14.648 eV
**2S+1**: 1
**LUMO energy**: -0.1828 Eh
**SMILES**: CCCO[C@H]1[C@@](CCCF)(C[C@H](C)I)O[C@](CCN)(N(C(C)=O)C(C)=O)[C@](CC(=O)O)(P(C)O)[N@@+]1(N=C=S)[PH2]=N
**Net charge**: +1

Element x y z (Å)
I: 0.51449 0.61776 4.57140
S: 1.19798 -3.27926 -4.17039
P: 2.75180 -2.31204 -0.95701
P: 3.07673 1.31800 -1.62881
F: -5.05501 -1.72634 -0.74197
O: 4.97209 1.31487 1.82291
O: 0.76435 -2.83886 0.71551
O: -1.50216 0.56395 -3.11032
O: 4.76340 0.77760 -1.40676
O: 1.19947 3.62630 -3.24577
O: 3.43778 2.94089 1.17951
O: -0.78417 0.60106 -0.23034
N: 0.88819 -0.95548 -2.21365
N: 4.03481 -2.16397 -1.92281
N: 0.16667 2.01979 -1.80870
N: 1.48977 -1.09391 -0.98691
N: -1.09286 4.40096 1.50076
C: -2.24771 -1.17234 -0.04149
C: 0.34501 -1.72479 -0.14030
C: 1.15679 -1.86646 -3.16266
C: 0.20655 -4.13683 0.41200
C: 0.44517 1.31604 -0.54001
C: 0.06979 -1.09776 3.19328
C: 3.60525 1.63062 1.26360
C: -0.70999 -0.66168 0.48615
C: 0.33932 2.38092 0.74711
C: -0.49203 -2.23918 4.27980
C: 0.49670 3.41174 -2.08784
C: -1.22132 2.99316 0.87552
C: -1.10299 1.73644 -2.54212
C: 1.82556 0.34536 -0.52597
C: -1.36208 -4.45212 0.62389
C: -3.34714 0.08252 0.09700
C: -2.19381 2.93601 -2.97250
C: 2.60898 0.38763 0.93929
C: -0.97768 -0.61216 2.08513
C: 2.85943 1.02029 -3.54291
C: -4.81766 -0.68654 0.30585
C: -1.98937 -4.29398 2.11428
C: 0.09859 4.87008 -1.46627
H: -1.75767 3.01875 -0.16011
H: -2.02508 -1.07447 2.43592
H: -1.03695 4.94620 -1.10355
H: 3.18735 2.06777 -4.01470
H: -2.47358 3.64964 -2.09966
H: -1.49576 -5.61234 0.35579
H: -1.22302 -4.77470 2.87949
H: -1.14465 0.54763 2.32651
H: 3.60105 0.23660 -3.98204
H: 0.99052 3.33353 0.63474
H: -1.66031 -2.26794 4.34809
H: -1.90240 2.41108 1.61099
H: 0.42272 -4.54199 -0.69327
H: 4.87271 1.65155 2.78277
H: -2.67617 -2.03069 0.60992
H: -2.95750 -4.99065 2.16790
H: -3.19257 0.72318 1.06221
H: 1.89464 0.33872 1.86148
H: 3.30328 -0.56914 1.12156
H: -2.02689 4.84345 1.24644
H: 3.83924 -1.29560 -2.45056
H: -1.17659 4.23931 2.53772
H: 2.24254 -3.63539 -1.35497
H: -3.17718 2.51554 -3.44137
H: -3.44013 0.70383 -0.89721
H: 5.13583 0.48494 -2.30989
H: 0.23268 5.78594 -2.20671
H: -5.68553 0.09236 0.40075
H: 0.03357 -2.04055 5.33292
H: -0.02991 -3.26224 3.89914
H: -2.35474 -3.22438 2.41429
H: 0.79812 -4.91736 1.10094
H: -2.22832 -1.39649 -1.20711
H: -1.98056 -3.91210 -0.24280
H: 1.73999 0.89088 -3.86540
H: -1.68381 3.60836 -3.81460
H: -0.30161 -2.35579 -0.93277
H: 0.46941 1.90279 1.79393
H: 0.72988 5.17351 -0.49891
H: -4.73981 -1.23807 1.35424
H: 3.32626 -2.56334 0.37541
H: 1.13224 -1.44074 2.85501

Cartesian forces, eV/Å:
I 0.0528 -0.2754 -0.7544
S -0.1778 5.6069 3.4305
P 6.1175 -3.9108 -0.7387
P 1.9862 0.9559 -1.6945
F 0.4874 2.5095 2.2062
O -4.1528 -0.1256 0.8686
O -0.2289 1.8884 -0.5445
O 3.4048 6.4498 4.2440
O -2.2313 -0.0866 -1.9580
O -4.2407 -2.0985 6.8269
O -0.3270 -8.2587 0.1884
O 2.5428 -1.6987 -0.2212
N 0.8386 -3.5795 -7.0368
N -2.9523 1.6933 0.6223
N -2.2687 0.2709 -0.7925
N -1.6035 0.0829 3.4221
N -2.0490 -1.2500 -0.2157
C -0.5082 1.0984 -0.5217
C -3.9887 -3.2733 -0.3270
C -1.2403 -1.6142 1.0098
C -0.2650 -3.6639 -0.2278
C -1.0598 0.8448 3.2511
C 0.3218 -1.0820 1.2722
C 1.9658 6.8955 0.5200
C -3.5380 -1.4857 -0.5150
C -0.8590 1.4395 -0.0426
C 1.5899 -0.2716 -0.3991
C 4.3766 4.2302 -6.6329
C 0.4466 -0.0225 0.1233
C -3.7962 -4.6904 -4.3259
C 1.3543 1.4356 0.8961
C -0.7497 -0.4140 -0.8030
C -1.4144 -1.7521 -0.3696
C 1.0087 0.8933 -0.2883
C 0.8364 -1.3012 1.1959
C -0.3512 2.0071 1.5988
C 0.0295 0.9621 -0.8428
C 1.0557 0.0531 1.0774
C -0.5673 -1.2022 -0.1202
C -0.9719 0.8356 1.7623
H 1.0409 0.0881 1.9775
H 2.3614 0.7691 -1.3356
H 2.5888 -0.4876 -0.7467
H -0.6833 -2.2271 1.2348
H 0.6124 -1.3429 -1.4625
H 0.6520 2.5405 0.5073
H -1.6594 1.3217 -1.4737
H 0.3058 -2.5794 -0.8086
H -1.5461 1.0290 0.7865
H -0.7995 -1.9751 0.3193
H 2.3870 0.1005 -0.0539
H 1.3386 0.3358 -1.5294
H -0.2006 1.4103 2.0863
H 0.4806 -0.4693 -2.1464
H 1.0534 1.3265 -1.3926
H 2.0947 1.5771 -0.1914
H -0.2721 -1.0862 -1.9872
H 1.0326 0.3621 -1.7727
H -1.4247 2.1425 -0.8247
H 1.5776 -0.3718 0.5896
H 0.9224 -0.5227 -0.2100
H 0.2334 0.3841 -1.3356
H -0.7852 1.4629 0.9066
H 2.2123 0.2411 1.0847
H 0.5746 -1.0903 2.1643
H -0.8397 0.4403 2.0739
H 0.0265 -2.6457 1.0529
H 1.4497 -1.7409 -0.7756
H -1.5106 -0.4515 -2.3852
H -1.3818 1.9760 0.8201
H 1.0816 -2.0593 -0.5699
H -1.1191 2.0769 -1.3378
H 0.1455 0.1712 2.5428
H 1.1651 -1.0055 2.1110
H 2.3335 0.0590 0.6783
H -0.9820 -1.4575 1.8762
H 1.5090 2.0610 1.2765
H 0.4248 0.5183 -2.0310
H -1.3074 -1.0611 -2.1065
H -0.3455 0.8073 -2.3346
H -1.4262 0.5786 -0.7719
H -2.1941 0.6983 0.3507

Results of the Mulliken charge analysis, in e, for atoms 1 through 2: 0.054 0.026


Record 5
This record from OMol25 describes a gas-phase ion, C5H12NS (charge -1). The level of theory is wB97M-V/def2-TZVPD.

Properties
**Energy relative to the best compared isomer or geometry (same formula, charge and spin)**: 2.410 eV
**2S+1**: 1
**LUMO energy**: 0.1302 Eh
**SMILES**: CCCNCC[S-]
**Net charge**: -1

Element x y z (Å)
S: 0.68658 -2.42730 1.88740
N: -0.68621 0.14963 -0.76178
C: -0.46217 -0.56117 0.57536
C: 0.28147 -1.80621 0.22373
C: -1.24733 1.41724 -0.82675
C: -0.02185 2.37357 -0.70946
C: 0.76784 2.84970 -1.94625
H: 0.82215 2.04087 -0.04481
H: -1.97259 1.64859 0.07154
H: -0.34806 3.24958 -0.03184
H: -1.52425 -0.97300 0.89985
H: 1.78759 2.76041 -1.74359
H: 1.20170 -1.72431 -0.50115
H: 0.48831 2.23025 -2.85339
H: -0.22382 0.34773 1.24662
H: -0.59013 -0.39854 -1.53557
H: -1.85892 1.53815 -1.75824
H: -0.47853 -2.47133 -0.29065
H: 0.60705 3.90226 -2.22456

Cartesian forces, eV/Å:
S 0.6076 -0.9710 0.1718
N -0.3244 -0.9217 2.9444
C -3.5577 2.2469 -2.5189
C 1.2209 -0.8565 0.3307
C 0.1424 1.2848 0.8854
C 0.1025 2.8951 2.1077
C -2.5119 -0.1946 -1.3340
H -1.4110 -0.9610 -0.3615
H 1.1395 -0.5238 -1.4853
H 0.2631 -0.4296 -1.3859
H 1.9502 1.0327 -0.0647
H 1.7055 -0.3187 0.0060
H -1.5895 0.2962 1.3921
H 0.5007 0.5574 0.9244
H 0.6323 -2.2536 -0.4356
H -0.0978 -1.5301 -2.2260
H 0.6133 0.3162 0.5576
H 0.8706 0.5917 0.3876
H -0.2562 -0.2603 0.1042

Results of the natural (NBO) charge analysis, in e, for atoms 1 through 2: -0.708 -0.701


Number 1: maximum force 4.924 eV/A, total energy -78354.4867 eV. Number 2: maximum force 4.834 eV/A, total energy -22591.4761 eV. Number 3: maximum force 0.661 eV/A, total energy -8371.4502 eV. Number 4: maximum force 9.003 eV/A, total energy -86518.8626 eV. Number 5: maximum force 4.904 eV/A, total energy -17703.3809 eV.